Below is an isolated ion of composition C4H7N4O and charge +1 in a non-equilibrium geometry, with properties calculated with ωB97M-V/def2-TZVPD.

CARTESIAN COORDINATES (ANGSTROEM)
C (-0.52, 2.10, 0.14)
C (-1.58, 1.32, 0.00)
C (1.38, 0.76, -0.06)
C (-0.26, -1.98, 0.15)
N (0.77, 1.78, 0.06)
N (-0.35, -0.50, 0.20)
N (-1.49, -0.06, -0.12)
N (2.45, 0.04, -0.25)
O (-2.50, -0.73, -0.28)
H (-0.70, 3.18, 0.18)
H (-2.58, 1.78, -0.09)
H (-1.02, -2.43, -0.31)
H (0.83, -2.41, -0.14)
H (-0.29, -2.27, 1.24)
H (2.74, -0.25, -1.18)
H (3.10, -0.34, 0.44)

Calculated values
energy above the lowest of the compared OMol25 structures with the same formula, charge and spin: 103.2 kcal per mole
SMILES: C/N=[N+]([O-])/C=C\[N+]#CN
energy: -12257.203 eV
charge: +1
HOMO: -0.525 Ha
M: 127.127 g mol⁻¹
spin multiplicity: 1
strongest force on any atom: 0.1277 hartree/bohr

Atomic partial charges in e from the natural (NBO) method, atoms 1 to 4:
1 C -0.016
2 C -0.013
3 C 0.791
4 C -0.462

---

Below is one molecule with the formula C7H15NO2S in a non-equilibrium geometry, with properties calculated with ωB97M-V/def2-TZVPD.

CARTESIAN COORDINATES (ANGSTROEM)
C (0.03, -0.88, -1.24)
C (-2.99, 1.02, 0.35)
C (0.79, -0.62, 0.24)
C (0.78, -0.41, -2.37)
C (-3.16, 1.80, 1.65)
C (1.93, 0.28, 0.10)
C (1.24, -1.90, 1.00)
N (-0.22, 0.03, 0.98)
O (-1.11, -0.14, -1.14)
O (-0.76, 2.19, -0.41)
S (-1.33, 0.96, -0.04)
H (-0.21, -1.90, -1.32)
H (-3.20, 0.02, 0.53)
H (1.68, -0.96, -2.46)
H (1.07, 0.56, -2.19)
H (0.24, -0.57, -3.24)
H (-4.24, 2.17, 1.84)
H (-2.71, 2.78, 1.66)
H (-2.80, 1.27, 2.64)
H (1.76, 1.29, -0.48)
H (2.75, -0.29, -0.51)
H (2.37, 0.54, 1.12)
H (2.03, -2.55, 0.47)
H (0.38, -2.54, 1.20)
H (1.55, -1.60, 1.94)
H (-0.19, 0.38, 1.88)

Calculated values
energy above the lowest of the compared OMol25 structures with the same formula, charge and spin: 93.7 kcal per mole
SMILES: CC=[S@@]1(=O)NC(C)(C)[C@H](C)O1
energy: -23917.985 eV
charge: 0
HOMO: -0.295 Ha
M: 177.269 g mol⁻¹
spin multiplicity: 1
strongest force on any atom: 0.0934 hartree/bohr

Atomic partial charges in e from the natural (NBO) method, atoms 1 to 4:
1 C 0.128
2 C -0.729
3 C 0.084
4 C -0.629

---

Below is a 3-piece molecular cluster, C17H37BrNO4 overall in a non-equilibrium geometry, with properties calculated with ωB97M-V/def2-TZVPD.

CARTESIAN COORDINATES (ANGSTROEM)
C (-2.87, 0.60, 4.02)
C (-3.19, -0.51, 3.02)
C (-2.96, 0.00, 1.62)
O (-2.68, -1.07, 0.72)
C (-3.07, -0.89, -0.62)
C (-1.89, -0.56, -1.53)
Br (-2.72, -0.65, -3.34)
C (-0.83, -1.67, -1.48)
C (0.46, -1.32, -0.73)
C (0.33, -1.30, 0.78)
C (1.48, -2.41, -1.06)
N (0.97, -0.05, -1.30)
O (1.37, -0.18, -2.51)
C (0.13, 1.16, -1.06)
C (0.58, 2.23, -2.07)
C (0.40, 1.76, 0.34)
C (-1.38, 0.91, -1.32)
H (-2.77, 0.23, 5.03)
H (-3.64, 1.37, 4.01)
H (-1.94, 1.09, 3.77)
H (-2.59, -1.39, 3.22)
H (-4.24, -0.76, 3.13)
H (-3.80, 0.62, 1.29)
H (-2.09, 0.67, 1.66)
H (-3.46, -1.84, -0.96)
H (-3.87, -0.16, -0.74)
H (-1.29, -2.51, -0.96)
H (-0.59, -2.02, -2.47)
H (-0.09, -2.25, 1.08)
H (-0.30, -0.51, 1.16)
H (1.31, -1.22, 1.24)
H (1.52, -2.61, -2.12)
H (2.46, -2.17, -0.65)
H (1.13, -3.32, -0.58)
H (1.65, 2.35, -2.07)
H (0.18, 2.06, -3.06)
H (0.15, 3.17, -1.72)
H (1.01, 1.10, 0.95)
H (0.94, 2.69, 0.25)
H (-0.52, 1.97, 0.88)
H (-1.65, 1.47, -2.20)
H (-1.98, 1.33, -0.53)
C (2.56, 1.30, 5.04)
C (1.33, 2.18, 5.17)
O (0.12, 1.43, 5.03)
H (2.56, 0.79, 4.08)
H (3.47, 1.88, 5.12)
H (2.57, 0.53, 5.82)
H (1.31, 2.93, 4.39)
H (1.33, 2.70, 6.14)
H (0.11, 0.77, 5.73)
C (3.60, -0.86, -5.21)
C (2.41, -1.19, -6.08)
O (1.46, -1.99, -5.38)
H (4.09, -1.78, -4.87)
H (4.33, -0.25, -5.74)
H (3.27, -0.32, -4.32)
H (2.71, -1.75, -6.97)
H (1.92, -0.27, -6.42)
H (1.18, -1.49, -4.60)

Calculated values
energy: -97948.950 eV
charge: 0
HOMO (spin up / spin down): -0.317 / -0.357 Ha
M: 399.390 g mol⁻¹
spin multiplicity: 2
⟨S²⟩: 0.754
strongest force on any atom: 0.0225 hartree/bohr

Atomic partial charges in e from the natural (NBO) method, atoms 1 to 4:
1 C -0.611
2 C -0.422
3 C -0.044
4 O -0.552

---

Below is C11H16Cl3F3O4PbS as an isolated structure in a non-equilibrium geometry, with properties calculated with ωB97M-V/def2-TZVPD.

CARTESIAN COORDINATES (ANGSTROEM)
C (1.34, 0.14, -1.82)
C (0.39, 1.18, -2.04)
C (-0.92, 0.60, -1.97)
C (0.67, 2.61, -2.25)
C (-0.77, -0.79, -1.68)
C (0.62, -1.08, -1.62)
C (1.22, -2.41, -1.40)
C (2.80, 0.31, -1.79)
C (-2.18, 1.34, -2.14)
C (-1.87, -1.73, -1.43)
Pb (0.84, 1.60, 1.92)
Cl (-0.15, 3.71, 0.97)
Cl (3.17, 2.52, 1.16)
Cl (-1.54, 0.67, 1.27)
H (1.74, 2.80, -2.15)
H (0.15, 3.21, -1.50)
H (0.33, 2.94, -3.24)
H (-2.14, 2.29, -1.60)
H (-3.02, 0.76, -1.75)
H (-2.36, 1.55, -3.20)
H (-2.56, -1.32, -0.69)
H (-1.48, -2.68, -1.04)
H (-2.43, -1.94, -2.35)
H (0.50, -3.07, -0.89)
H (2.12, -2.31, -0.78)
H (1.49, -2.88, -2.36)
H (3.08, 1.28, -1.37)
H (3.23, 0.21, -2.80)
H (3.25, -0.46, -1.15)
O (1.56, -0.24, 1.01)
H (1.09, -0.93, 1.54)
F (-1.79, -1.11, 6.37)
C (-1.78, -0.72, 5.06)
F (-2.88, -1.25, 4.46)
F (-1.89, 0.63, 5.03)
S (-0.19, -1.30, 4.18)
O (0.35, -2.31, 5.08)
O (-0.60, -1.78, 2.87)
O (0.60, -0.04, 4.11)

Calculated values
energy: -81662.489 eV
charge: -2
HOMO (spin up / spin down): -0.056 / -0.052 Ha
M: 614.865 g mol⁻¹
spin multiplicity: 1
strongest force on any atom: 0.0624 hartree/bohr

Atomic partial charges in e from the natural (NBO) method, atoms 1 to 4:
1 C 0.098
2 C -0.173
3 C 0.147
4 C -0.644

---

Below is C20H30As2F12O15Pt as an isolated structure in a non-equilibrium geometry, with properties calculated with ωB97M-V/def2-TZVPD.

CARTESIAN COORDINATES (ANGSTROEM)
Pt (0.51, 0.48, 3.71)
As (-3.13, 1.81, 3.64)
F (-2.44, 2.92, 4.76)
F (-3.29, 0.65, 4.88)
F (-3.72, 0.63, 2.55)
F (-2.79, 2.80, 2.26)
F (-1.36, 1.20, 3.42)
F (-4.65, 2.57, 3.79)
As (-0.13, -0.36, -0.10)
F (-1.81, -0.55, 0.14)
F (-0.19, 1.33, -0.39)
F (1.60, -0.21, -0.20)
F (0.09, -2.07, 0.04)
F (-0.36, -0.63, -1.79)
F (0.01, -0.19, 1.69)
C (-0.36, 4.08, -2.73)
C (-0.84, 5.09, -1.72)
C (-0.56, 4.83, -0.22)
O (0.00, 6.05, 0.20)
C (0.25, 6.89, -0.82)
O (0.76, 7.96, -0.72)
O (-0.16, 6.34, -1.98)
H (-0.16, 4.44, -3.73)
H (-1.05, 3.24, -2.80)
H (0.56, 3.60, -2.37)
H (-1.90, 5.30, -1.84)
H (0.16, 4.01, -0.17)
H (-1.47, 4.56, 0.32)
C (2.03, -3.36, 1.65)
C (2.76, -3.57, 2.94)
C (2.93, -5.02, 3.48)
O (4.29, -5.30, 3.13)
C (4.99, -4.16, 2.99)
O (6.17, -4.08, 2.91)
O (4.12, -3.13, 2.82)
H (2.24, -4.07, 0.84)
H (2.23, -2.35, 1.29)
H (0.94, -3.39, 1.66)
H (2.26, -3.07, 3.77)
H (2.36, -5.78, 2.95)
H (2.87, -4.94, 4.56)
C (-1.43, -4.53, -0.70)
C (-2.14, -3.85, -1.87)
C (-1.36, -3.72, -3.18)
O (-2.36, -3.70, -4.18)
C (-3.40, -4.42, -3.70)
O (-4.30, -4.86, -4.33)
O (-3.28, -4.62, -2.37)
H (-0.36, -4.68, -0.81)
H (-1.98, -5.47, -0.63)
H (-1.51, -3.81, 0.12)
H (-2.50, -2.84, -1.66)
H (-0.50, -4.37, -3.37)
H (-0.90, -2.73, -3.11)
C (-3.55, 2.02, -1.15)
C (-3.45, 1.05, -2.29)
C (-4.73, 0.33, -2.69)
O (-4.79, 0.55, -4.11)
C (-3.73, 1.29, -4.51)
O (-3.54, 1.65, -5.62)
O (-2.97, 1.67, -3.46)
H (-2.58, 2.54, -1.14)
H (-3.83, 1.56, -0.20)
H (-4.27, 2.83, -1.34)
H (-2.70, 0.35, -1.90)
H (-5.60, 0.78, -2.21)
H (-4.68, -0.72, -2.40)
C (5.30, 2.37, 0.58)
C (4.73, 0.97, 0.78)
C (5.56, 0.13, 1.75)
O (4.62, -0.24, 2.81)
C (3.47, 0.29, 2.51)
O (2.50, 0.18, 3.28)
O (3.45, 1.01, 1.44)
H (5.48, 2.85, 1.54)
H (4.52, 2.97, 0.10)
H (6.14, 2.28, -0.10)
H (4.64, 0.55, -0.22)
H (6.39, 0.66, 2.22)
H (5.83, -0.83, 1.33)

Calculated values
energy above the lowest of the compared OMol25 structures with the same formula, charge and spin: 0.0 kcal per mole
energy: -209474.732 eV
charge: 0
HOMO (spin up / spin down): -0.392 / -0.392 Ha
M: 1083.343 g mol⁻¹
spin multiplicity: 3
⟨S²⟩: 2.003
strongest force on any atom: 0.0556 hartree/bohr

Atomic partial charges in e from the Löwdin method, atoms 1 to 4:
1 Pt 1.465
2 As 0.752
3 F -0.222
4 F -0.221

---

Below is one molecule with the formula C3H9BO4S, with properties calculated with ωB97M-V/def2-TZVPD.

CARTESIAN COORDINATES (ANGSTROEM)
C (2.12, -1.01, 0.37)
B (0.76, -0.38, 0.04)
C (0.57, 1.19, -0.09)
O (-0.31, 1.46, -1.16)
O (-0.28, 2.86, -1.48)
S (-0.78, -1.45, -0.21)
C (-2.14, -0.51, 0.47)
O (-0.99, -1.60, -1.64)
O (-0.65, -2.66, 0.57)
H (2.36, -0.80, 1.42)
H (2.89, -0.50, -0.22)
H (2.18, -2.08, 0.20)
H (1.55, 1.65, -0.26)
H (0.15, 1.58, 0.85)
H (-0.25, 3.29, -0.62)
H (-2.85, -1.25, 0.83)
H (-2.54, 0.09, -0.34)
H (-1.78, 0.13, 1.27)

Calculated values
SMILES: CB(COO)S(C)(=O)=O
energy: -22954.563 eV
charge: 0
HOMO: -0.374 Ha
M: 151.980 g mol⁻¹
spin multiplicity: 1
strongest force on any atom: 0.0090 hartree/bohr

Atomic partial charges in e from the natural (NBO) method, atoms 1 to 4:
1 C -1.035
2 B 0.633
3 C -0.457
4 O -0.273